No. 1
Formula: C32H37AlBCl2F4NOP2S
Source: OMol25
Level of theory: the ωB97M-V functional and the def2-TZVPD basis

Last column: Löwdin charge in e.
CARTESIAN COORDINATES (ANGSTROEM)
Al (-2.065, -1.258, -1.351)  -0.3345
C (4.768, 0.629, 2.808)  -0.4193
S (4.194, 2.326, 2.991)  0.8050
C (3.228, 2.482, 1.475)  -0.5154
C (2.028, 1.552, 1.401)  -0.2668
C (1.251, 1.762, 0.114)  -0.2489
N (0.184, 0.769, -0.090)  -0.4046
P (0.513, -0.848, -0.484)  1.0206
C (2.088, -0.788, -1.399)  -0.3330
C (3.331, -0.900, -0.772)  -0.0912
C (4.501, -0.776, -1.503)  -0.0695
C (4.445, -0.539, -2.870)  -0.0750
C (3.217, -0.431, -3.504)  -0.0676
C (2.043, -0.557, -2.773)  -0.1125
C (0.925, -1.772, 1.019)  -0.3493
C (0.473, -1.353, 2.265)  -0.0911
C (0.642, -2.165, 3.377)  -0.0551
C (1.253, -3.403, 3.250)  -0.0723
C (1.691, -3.837, 2.005)  -0.0758
C (1.524, -3.027, 0.893)  -0.1045
P (-1.439, 1.150, -0.464)  1.0152
C (-1.314, 2.583, -1.569)  -0.3310
C (-2.189, 3.659, -1.453)  -0.0686
C (-2.118, 4.718, -2.348)  -0.0740
C (-1.167, 4.715, -3.356)  -0.0806
C (-0.286, 3.647, -3.474)  -0.0712
C (-0.363, 2.585, -2.590)  -0.1176
C (-2.232, 1.816, 1.020)  -0.3445
C (-3.587, 1.560, 1.200)  -0.1034
C (-4.245, 2.050, 2.320)  -0.0581
C (-3.555, 2.783, 3.269)  -0.0711
C (-2.199, 3.037, 3.100)  -0.0699
C (-1.543, 2.562, 1.977)  -0.0746
H (5.499, 0.446, 3.592)  0.0303
H (5.259, 0.489, 1.844)  0.0318
H (3.963, -0.097, 2.920)  0.0259
H (3.888, 2.313, 0.619)  0.0800
H (2.915, 3.528, 1.429)  0.0783
H (1.385, 1.688, 2.274)  0.1062
H (2.375, 0.518, 1.444)  0.0663
H (1.936, 1.718, -0.741)  0.1130
H (0.800, 2.757, 0.084)  0.1147
H (3.386, -1.097, 0.291)  0.0954
H (5.458, -0.865, -1.005)  0.1052
H (5.360, -0.444, -3.440)  0.1054
H (3.168, -0.253, -4.570)  0.1080
H (1.084, -0.473, -3.270)  0.0376
H (-0.046, -0.410, 2.365)  0.0982
H (0.271, -1.835, 4.337)  0.1162
H (1.378, -4.037, 4.118)  0.1045
H (2.157, -4.807, 1.899)  0.1036
H (1.871, -3.374, -0.074)  0.1015
H (-2.930, 3.674, -0.665)  0.1049
H (-2.807, 5.546, -2.251)  0.1048
H (-1.110, 5.543, -4.049)  0.1028
H (0.457, 3.639, -4.260)  0.1048
H (0.321, 1.752, -2.693)  0.0735
H (-4.127, 0.961, 0.479)  0.0578
H (-5.296, 1.833, 2.456)  0.1131
H (-4.067, 3.153, 4.148)  0.1042
H (-1.652, 3.604, 3.841)  0.1042
H (-0.491, 2.775, 1.862)  0.0843
Cl (-4.695, 0.200, -1.973)  0.4505
C (-4.013, -1.483, -1.612)  -0.5869
Cl (-1.505, -0.562, -3.408)  0.2925
H (-4.319, -2.093, -2.460)  0.0156
H (-4.550, -1.794, -0.716)  0.0047
F (-2.549, -2.947, 2.344)  0.1741
B (-2.905, -1.681, 1.980)  -1.2041
F (-2.373, -0.716, 2.781)  0.1864
F (-4.230, -1.532, 1.704)  0.1857
F (-2.192, -1.470, 0.582)  -0.0182
C (0.129, -3.602, -3.005)  -0.0184
O (-0.849, -4.144, -2.080)  -0.0519
C (-1.589, -3.382, -1.359)  -0.1646
C (-2.324, -4.194, -0.365)  -0.0160
H (1.104, -3.859, -2.595)  0.0969
H (-0.004, -2.533, -3.109)  -0.0058
H (-0.033, -4.115, -3.948)  0.1043
H (-2.261, -5.263, -0.562)  0.0994
H (-3.357, -3.853, -0.280)  0.0956
H (-1.888, -3.955, 0.613)  0.0936

Properties
Charge: 0

***

No. 2
Formula: C29H52AsN5O5PtSi3
Source: OMol25
Level of theory: the ωB97M-V functional and the def2-TZVPD basis

Last column: Löwdin charge in e.
CARTESIAN COORDINATES (ANGSTROEM)
Pt (-0.327, -0.356, -0.439)  0.7155
N (1.135, -3.286, -4.990)  0.2193
C (1.576, -2.641, -3.701)  -0.1039
C (0.397, -2.004, -2.954)  -0.1825
N (0.879, -1.426, -1.679)  -0.0960
H (1.924, -3.761, -5.444)  0.1925
H (0.767, -2.608, -5.664)  0.1863
H (0.409, -3.995, -4.842)  0.1859
H (2.341, -1.910, -3.962)  0.1472
H (2.044, -3.424, -3.105)  0.1465
H (-0.355, -2.756, -2.731)  0.0983
H (-0.084, -1.216, -3.536)  0.1291
H (1.628, -0.761, -1.866)  0.0935
H (1.310, -2.142, -1.092)  0.0426
C (-2.763, 5.491, -2.785)  0.0404
N (-2.681, 4.035, -2.804)  -0.0395
N (-1.702, 3.295, -2.155)  0.0590
C (-1.845, 1.947, -2.509)  -0.3910
O (-1.104, 1.006, -2.102)  -0.1596
C (-2.946, 1.905, -3.377)  0.0795
C (-3.422, 3.191, -3.539)  -0.2206
C (-4.546, 3.684, -4.374)  0.0284
C (-0.818, 3.830, -1.213)  -0.1382
C (-1.228, 4.645, -0.171)  0.2356
C (-0.312, 5.260, 0.795)  -0.1359
C (1.116, 4.860, 0.731)  -0.1368
C (1.531, 3.852, -0.336)  -0.0928
C (0.535, 3.577, -1.364)  0.1924
H (-1.851, 5.914, -2.373)  0.0954
H (-3.622, 5.827, -2.204)  0.1162
H (-2.854, 5.856, -3.806)  0.1153
H (-3.347, 1.017, -3.831)  0.1320
H (-5.068, 2.847, -4.829)  0.1034
H (-4.182, 4.335, -5.172)  0.1094
H (-5.258, 4.255, -3.777)  0.1093
H (-2.282, 4.900, -0.092)  0.1621
H (-0.603, 6.221, 1.203)  0.1778
H (1.866, 5.574, 1.057)  0.1778
H (2.484, 4.110, -0.798)  0.1741
H (0.855, 3.069, -2.268)  0.1699
C (-3.223, -2.068, 3.577)  -0.1718
Si (-2.741, -0.979, 2.160)  0.3918
C (-2.446, 0.814, 2.606)  -0.2034
C (-3.737, -1.209, 0.597)  -0.2011
As (-0.459, -1.734, 1.535)  0.8368
Si (1.184, -1.448, 3.385)  0.4177
C (1.419, 0.391, 3.486)  -0.1848
C (2.676, -2.365, 2.740)  -0.1939
C (0.270, -2.246, 4.791)  -0.1870
Si (-0.616, -4.077, 0.843)  0.3731
C (1.153, -4.591, 0.517)  -0.1940
C (-1.450, -5.032, 2.198)  -0.1833
C (-1.661, -3.954, -0.707)  -0.2127
H (-4.233, -1.770, 3.880)  0.0656
H (-2.577, -1.945, 4.445)  0.0284
H (-3.263, -3.121, 3.312)  0.0236
H (-3.385, 1.372, 2.582)  0.0478
H (-1.744, 1.294, 1.918)  -0.0001
H (-2.045, 0.906, 3.617)  0.0418
H (-4.644, -0.601, 0.635)  0.0509
H (-4.053, -2.246, 0.482)  0.0380
H (-3.178, -0.918, -0.297)  0.0026
H (1.720, 0.780, 2.518)  -0.0118
H (2.196, 0.638, 4.214)  0.0606
H (0.504, 0.895, 3.799)  0.0373
H (2.753, -2.286, 1.655)  -0.0090
H (2.640, -3.421, 3.008)  0.0448
H (3.593, -1.959, 3.176)  0.0557
H (-0.464, -1.571, 5.230)  0.0391
H (0.981, -2.503, 5.582)  0.0613
H (-0.222, -3.172, 4.494)  0.0197
H (1.672, -4.811, 1.449)  0.0379
H (1.744, -3.839, -0.014)  -0.0035
H (1.170, -5.508, -0.078)  0.0535
H (-1.034, -4.809, 3.180)  0.0290
H (-1.307, -6.103, 2.031)  0.0611
H (-2.525, -4.855, 2.214)  0.0338
H (-1.546, -2.988, -1.193)  -0.0281
H (-2.718, -4.070, -0.469)  0.0422
H (-1.405, -4.750, -1.413)  0.0464
O (0.271, 4.353, 1.732)  0.0811
C (1.702, 2.442, 0.375)  -0.2574
O (0.724, 1.787, 0.634)  0.0320
C (3.073, 1.935, 0.608)  -0.1393
C (4.184, 2.669, 1.020)  0.0348
C (5.410, 2.031, 1.158)  0.0123
C (5.555, 0.683, 0.838)  0.0712
C (4.438, -0.010, 0.408)  -0.1104
C (3.199, 0.581, 0.321)  0.0308
N (4.533, -1.422, -0.010)  -0.3271
O (3.569, -1.875, -0.641)  -0.0052
O (5.522, -2.034, 0.258)  0.1864
H (4.105, 3.722, 1.265)  0.1359
H (6.270, 2.588, 1.504)  0.1377
H (6.515, 0.188, 0.911)  0.1467
H (2.336, 0.004, 0.033)  0.0764

Properties
Energy above the lowest of the compared OMol25 structures with the same formula, charge and spin, kJ/mol: 682.50
Charge: +4

***

No. 3
Formula: C23H21Cl2N3O5S
Source: OMol25
Level of theory: the ωB97M-V functional and the def2-TZVPD basis

Last column: natural (NBO) charge in e.
CARTESIAN COORDINATES (ANGSTROEM)
C (0.332, 4.314, 2.962)  -0.6134
H (0.701, 5.202, 2.456)  0.2104
H (0.545, 4.396, 4.024)  0.2103
C (1.008, 3.072, 2.392)  -0.2196
N (0.747, 2.969, 0.967)  -0.7124
C (1.803, 2.853, 0.043)  0.2061
C (2.966, 2.142, 0.329)  -0.2741
C (3.973, 2.050, -0.616)  -0.1944
C (3.825, 2.647, -1.856)  -0.2150
C (2.665, 3.346, -2.146)  -0.2003
C (1.662, 3.460, -1.201)  -0.2257
H (0.757, 4.003, -1.416)  0.2380
H (2.545, 3.817, -3.110)  0.2196
H (4.611, 2.567, -2.592)  0.2186
H (4.872, 1.499, -0.382)  0.2173
H (3.082, 1.649, 1.283)  0.2200
S (-0.672, 2.195, 0.582)  2.3474
O (-0.918, 2.336, -0.824)  -0.9569
O (-1.691, 2.625, 1.488)  -0.9339
C (-0.348, 0.453, 0.893)  -0.3593
C (0.608, -0.228, 0.162)  -0.1348
C (0.815, -1.573, 0.415)  -0.2341
C (0.049, -2.230, 1.368)  -0.0246
C (-0.959, -1.554, 2.066)  0.1321
C (-1.120, -0.191, 1.836)  -0.2011
H (-1.871, 0.374, 2.367)  0.2539
N (-1.769, -2.189, 3.015)  -0.6298
C (-2.682, -3.193, 2.884)  0.6724
O (-3.292, -3.583, 3.853)  -0.5900
C (-2.957, -3.798, 1.520)  -0.1930
H (-2.531, -4.813, 1.494)  0.2542
H (-4.045, -3.900, 1.434)  0.2257
O (-2.465, -3.058, 0.417)  -0.5239
C (-1.921, -3.789, -0.583)  0.7964
O (-1.882, -4.994, -0.559)  -0.5853
C (-1.359, -2.967, -1.674)  -0.1638
C (-1.563, -1.596, -1.767)  -0.2414
C (-1.001, -0.855, -2.812)  0.2362
N (-1.253, 0.472, -2.971)  -0.8194
H (-1.488, 1.031, -2.163)  0.4190
H (-0.684, 0.950, -3.653)  0.3924
C (-0.219, -1.558, -3.748)  -0.1001
C (-0.017, -2.922, -3.663)  -0.2129
C (-0.590, -3.633, -2.628)  -0.1974
H (-0.451, -4.698, -2.539)  0.2400
H (0.586, -3.420, -4.405)  0.2301
Cl (0.524, -0.679, -5.045)  -0.0054
H (-2.169, -1.086, -1.035)  0.2276
H (-1.820, -1.740, 3.923)  0.4186
Cl (0.336, -3.896, 1.682)  0.0464
H (1.568, -2.122, -0.129)  0.2428
H (1.176, 0.285, -0.597)  0.2360
H (2.087, 3.140, 2.546)  0.2157
H (0.636, 2.175, 2.900)  0.1974
H (-0.742, 4.245, 2.815)  0.2373

Properties
Charge: 0
Structure (SMILES): CCN(c1ccccc1)S(=O)(=O)c1ccc(Cl)c(NC(=O)COC(=O)c2ccc(Cl)c(N)c2)c1

***

What are the total energy values for these records? In order: -4039.9707; -5008.2924; -2748.1454 Ha.